Formula: C19H20N2S
Source: the OMol25 dataset
Level of theory: wB97M-V/def2-TZVPD

Bonds (Å) are listed after each position.
Positions of all 42 atoms, in Å:
1 C 0.19 6.35 1.06  C2 1.527, H23 1.087, H24 1.087, H25 1.087
2 C 0.06 4.85 1.32  C1 1.527, N3 1.452, H26 1.101, H27 1.092
3 N 1.08 4.07 0.64  C2 1.452, C4 1.449, C6 1.382
4 C 2.45 4.49 0.84  N3 1.449, C5 1.531, H28 1.091, H29 1.089
5 C 2.95 4.23 2.26  C4 1.531, H30 1.087, H31 1.087, H32 1.088
6 C 0.81 2.75 0.36  N3 1.382, C7 1.404, C22 1.404
7 C -0.27 2.06 0.93  C6 1.404, C8 1.375, H33 1.078
8 C -0.55 0.76 0.59  C7 1.375, C9 1.399, H34 1.079
9 C 0.23 0.05 -0.33  C8 1.399, C10 1.438, C21 1.401
10 C -0.02 -1.31 -0.72  C9 1.438, C11 1.347, H35 1.085
11 C -1.03 -2.10 -0.30  C10 1.347, C12 1.424, H36 1.080
12 C -1.22 -3.44 -0.73  C11 1.424, N13 1.286, S20 1.790
13 N -2.18 -4.20 -0.33  C12 1.286, C14 1.357
14 C -2.14 -5.44 -0.89  N13 1.357, C15 1.393, C19 1.416
15 C -3.04 -6.48 -0.66  C14 1.393, C16 1.378, H37 1.078
16 C -2.86 -7.68 -1.31  C15 1.378, C17 1.394, H38 1.080
17 C -1.80 -7.87 -2.19  C16 1.394, C18 1.382, H39 1.080
18 C -0.89 -6.86 -2.44  C17 1.382, C19 1.383, H40 1.079
19 C -1.06 -5.65 -1.79  C14 1.416, C18 1.383, S20 1.735
20 S -0.10 -4.21 -1.90  C12 1.790, C19 1.735
21 C 1.31 0.74 -0.90  C9 1.401, C22 1.373, H41 1.081
22 C 1.60 2.04 -0.57  C6 1.404, C21 1.373, H42 1.079
23 H -0.72 6.85 1.40  C1 1.087
24 H 1.03 6.79 1.61  C1 1.087
25 H 0.31 6.54 0.00  C1 1.087
26 H 0.06 4.67 2.41  C2 1.101
27 H -0.91 4.53 0.92  C2 1.092
28 H 2.54 5.55 0.60  C4 1.091
29 H 3.09 3.95 0.14  C4 1.089
30 H 4.00 4.49 2.34  C5 1.087
31 H 2.40 4.83 2.99  C5 1.087
32 H 2.83 3.18 2.51  C5 1.088
33 H -0.89 2.54 1.67  C7 1.078
34 H -1.39 0.27 1.07  C8 1.079
35 H 0.68 -1.73 -1.43  C10 1.085
36 H -1.77 -1.76 0.41  C11 1.080
37 H -3.86 -6.31 0.02  C15 1.078
38 H -3.55 -8.49 -1.14  C16 1.080
39 H -1.68 -8.82 -2.69  C17 1.080
40 H -0.06 -7.00 -3.12  C18 1.079
41 H 1.93 0.23 -1.62  C21 1.081
42 H 2.43 2.52 -1.06  C22 1.079

Its HOMO energy is -7.306 eV. The structure (SMILES) is CCN(CC)c1ccc(/C=C/c2nc3ccccc3s2)cc1. For the energy, the calculation gives -33843.1834 eV. The value obtained for the LUMO energy is -0.08 eV.

Let us look at the Mulliken charges, expressed in e, one per atom:
1 C -1.56
2 C -0.62
3 N 0.19
4 C -0.68
5 C -1.10
6 C 0.80
7 C -0.38
8 C -1.11
9 C 0.90
10 C 0.27
11 C -0.38
12 C 0.38
13 N -0.63
14 C -0.31
15 C -0.56
16 C -0.47
17 C -0.46
18 C -0.59
19 C 0.91
20 S -0.36
21 C -1.16
22 C -0.45
23 H 0.44
24 H 0.33
25 H 0.36
26 H 0.43
27 H 0.51
28 H 0.43
29 H 0.25
30 H 0.42
31 H 0.29
32 H 0.28
33 H 0.44
34 H 0.30
35 H 0.28
36 H 0.36
37 H 0.46
38 H 0.37
39 H 0.37
40 H 0.39
41 H 0.31
42 H 0.36